w.
{
  "formula": "ClFN2O3",
  "method": "ωB97M-V with the def2-TZVPD basis set",
  "species": ["N", "N", "O", "O", "O", "F", "Cl"],
  "positions_angstrom": [[0.7036, -1.6206, 1.3123], [-0.9772, 0.6554, -0.8089], [-0.2805, 0.4466, -1.6943], [-1.4885, 1.5164, -0.2385], [1.3956, -1.1630, 0.5827], [-1.2381, -0.6637, -0.0557], [1.8852, 0.8289, 0.9024]],
  "gap_ev": [9.0, 8.2],
  "homo_ev": [-10.4, -9.9],
  "spin_multiplicity": 1
}

x.
{
  "formula": "ClFN2O3",
  "method": "ωB97M-V with the def2-TZVPD basis set",
  "species": ["O", "N", "O", "Cl", "O", "N", "F"],
  "positions_angstrom": [[1.0337, -0.2141, 0.5713], [0.6638, 0.8667, 0.2580], [0.3941, 1.4046, -0.7195], [0.6797, 1.9801, 1.9016], [-0.5121, -2.2407, -1.0149], [-0.6122, -1.0934, -0.9882], [-1.6471, -0.7032, -0.0084]],
  "gap_ev": 10.2,
  "homo_ev": -11.6,
  "spin_multiplicity": 1
}

Which one is the most stable? From the structures above, x.